Formula: C72H160BF4N8
Source: OMol25
Level of theory: ωB97M-V with the def2-TZVPD basis set

Structure (XYZ):
```
245
Properties=species:S:1:pos:R:3:forces:R:3:lowdin_charge:R:1
C 4.964 -0.233 4.088 0.8276 -0.0410 -0.3976 -0.08
C 5.007 -1.225 5.256 -2.0951 -0.0288 -1.4616 -0.26
C 5.164 -0.535 6.550 0.5033 0.1099 1.9172 -0.14
N 5.390 -1.471 7.809 -0.9978 1.7353 -1.2150 -0.22
C 5.563 -0.523 8.979 -0.6356 -1.8667 2.4550 -0.09
C 5.818 -1.405 10.229 0.3728 0.5459 1.9877 -0.18
C 7.075 -2.275 10.200 -0.2017 1.3853 -1.6636 -0.18
C 6.934 -3.099 8.942 -0.5628 -0.6582 -0.8189 -0.15
C 6.627 -2.325 7.608 0.4556 0.1899 1.4863 -0.08
C 4.059 -2.298 7.892 1.0202 -0.4172 -0.2934 0.05
H 4.494 -0.648 3.196 -0.0955 -0.2889 0.2020 0.08
H 6.011 -0.097 3.818 -0.0531 0.7418 -0.1807 0.08
H 4.451 0.712 4.263 0.2058 -0.0011 0.3264 0.08
H 5.677 -2.017 4.921 0.1355 -0.0209 0.7456 0.12
H 3.980 -1.587 5.312 0.1100 -0.8651 -0.2093 0.11
H 4.231 -0.044 6.827 -0.0559 0.0576 -0.2610 0.13
H 5.897 0.271 6.568 0.5502 -0.4054 0.1253 0.14
H 6.349 0.231 9.014 0.4954 -0.4409 -1.3170 0.15
H 4.656 0.062 9.136 -0.2968 -0.3195 -0.3592 0.13
H 5.944 -0.749 11.091 -0.0019 0.5589 -0.1348 0.12
H 5.037 -2.043 10.642 -0.7299 0.0467 -0.9120 0.12
H 7.929 -1.608 10.077 0.3579 -0.1236 0.4282 0.12
H 7.157 -2.893 11.094 0.0948 0.1161 -0.1622 0.14
H 7.775 -3.785 8.833 -0.1302 -0.0139 -0.3879 0.13
H 6.021 -3.665 9.123 0.1146 -0.7154 -0.1769 0.11
H 7.419 -1.626 7.338 0.0709 0.1659 0.1947 0.14
H 6.501 -2.954 6.727 -0.3106 -0.2181 0.3753 0.12
H 3.168 -1.698 7.703 0.4929 0.3483 -0.4803 0.11
H 3.777 -2.843 8.793 1.0972 0.3195 0.4369 0.10
H 4.263 -3.051 7.130 -0.6586 0.0850 -0.0943 0.10
C -4.267 7.021 10.837 -1.1764 0.0816 0.2358 -0.09
C -3.126 7.292 9.897 1.1182 0.4203 -1.0542 -0.23
C -3.228 6.617 8.477 0.2139 0.5218 1.6207 -0.06
N -1.946 6.719 7.595 0.2429 -2.6149 0.9140 -0.28
C -0.800 5.900 8.177 -0.6186 -1.6458 1.8273 -0.09
C -1.030 4.346 8.293 0.0515 1.5720 0.5673 -0.15
C -1.259 3.764 6.920 1.7508 -0.4576 1.4889 -0.22
C -2.347 4.514 6.332 -1.7357 0.4079 -1.4223 -0.20
C -2.222 6.067 6.295 -0.8418 -2.3465 -0.8569 -0.11
C -1.462 8.069 7.360 -0.3565 0.6510 -0.1693 0.01
H -4.243 7.752 11.646 0.1751 -0.1340 0.0828 0.09
H -4.306 6.028 11.285 0.4214 -0.0608 -0.1011 0.09
H -5.254 7.159 10.397 0.0084 0.1003 -0.3368 0.08
H -2.206 7.078 10.440 0.2115 -0.6386 -0.2579 0.11
H -2.998 8.364 9.748 -0.4658 0.1966 -0.1239 0.11
H -4.065 7.069 7.944 0.3234 0.2615 -0.3249 0.14
H -3.531 5.583 8.639 0.5966 -0.1598 -0.4125 0.12
H -0.685 6.203 9.218 0.1841 0.5103 -0.2358 0.12
H 0.162 5.977 7.670 -0.3961 0.8916 -0.5178 0.14
H -1.848 4.157 8.988 -0.0630 -0.1504 -0.0371 0.12
H -0.107 4.100 8.816 -0.0173 -0.7142 -0.1614 0.12
H -1.524 2.707 6.925 0.3657 -0.0314 0.0688 0.13
H -0.327 3.935 6.380 0.0861 -0.3444 -0.3833 0.13
H -3.293 4.135 6.721 -0.2072 0.5384 0.5089 0.13
H -2.428 4.155 5.306 -0.0518 0.5966 -0.4495 0.13
H -3.208 6.323 5.907 0.3817 1.0165 -0.1368 0.14
H -1.387 6.231 5.613 -0.1971 0.6737 0.0151 0.14
H -2.318 8.540 6.877 0.4660 0.7247 -0.0593 0.13
H -0.591 7.967 6.712 -0.2306 0.3091 -0.1439 0.11
H -1.143 8.568 8.274 -0.3325 -0.1029 0.0063 0.12
C -4.047 -1.341 -5.203 0.0797 -0.5245 1.2432 -0.11
C -3.559 -2.652 -5.726 1.6679 -1.2578 -1.1350 -0.24
C -2.057 -3.064 -5.234 -2.5700 0.3452 -0.3380 -0.08
N -1.613 -4.516 -5.598 -0.0548 1.5648 0.1952 -0.22
C -1.754 -4.621 -7.149 -0.1855 -0.3967 0.7718 -0.10
C -1.057 -5.852 -7.655 1.1370 0.7355 -0.6132 -0.16
C 0.476 -5.847 -7.340 -1.8715 0.0850 0.5311 -0.16
C 0.573 -5.794 -5.846 0.9822 -1.0803 0.3447 -0.21
C -0.101 -4.599 -5.213 -1.5530 -1.2127 0.3570 -0.08
C -2.447 -5.606 -4.869 0.7097 0.8507 -0.8557 0.05
H -4.057 -1.468 -4.121 0.0845 0.9079 0.2469 0.08
H -5.087 -1.221 -5.507 0.1771 0.3184 -0.1854 0.09
H -3.394 -0.544 -5.558 -0.3154 0.2163 0.3154 0.09
H -3.652 -2.505 -6.802 0.5033 -0.7655 -0.2727 0.10
H -4.222 -3.470 -5.445 -0.1033 0.0560 0.0426 0.10
H -2.149 -2.893 -4.162 0.5672 -0.6825 0.2364 0.13
H -1.315 -2.352 -5.596 0.0066 -0.3184 -0.2748 0.12
H -1.352 -3.698 -7.569 0.0073 0.0080 0.1516 0.14
H -2.818 -4.700 -7.375 0.0067 0.3096 0.1895 0.13
H -1.095 -5.888 -8.744 -0.6306 0.0424 -0.0056 0.13
H -1.606 -6.705 -7.256 0.4944 -0.3802 -0.1713 0.12
H 0.966 -4.924 -7.649 0.0034 -0.3159 -1.1341 0.12
H 0.789 -6.797 -7.774 0.9351 0.4434 0.0738 0.13
H 1.598 -5.792 -5.477 0.2723 0.2677 -0.1586 0.12
H 0.246 -6.781 -5.518 -0.6339 0.2151 0.7063 0.12
H 0.357 -3.635 -5.434 -0.0608 -0.1888 -0.1870 0.13
H -0.109 -4.784 -4.138 0.0318 0.5080 0.0798 0.13
H -2.101 -6.555 -5.278 -0.3171 0.0743 0.1983 0.09
H -3.504 -5.426 -5.065 0.2183 -0.1147 -0.2639 0.10
H -2.305 -5.588 -3.788 0.3737 0.3069 -0.1604 0.11
C 6.145 11.541 -2.422 0.3174 -0.4652 1.4427 -0.05
C 5.456 11.349 -1.022 -0.1383 1.0501 0.6475 -0.22
C 4.981 9.955 -0.716 -0.2855 -1.2281 -1.2799 -0.16
N 4.117 9.690 0.544 -0.1183 0.9383 -0.0696 -0.25
C 3.994 8.180 0.768 -0.0968 1.3811 -0.1648 -0.10
C 3.269 7.597 -0.467 0.9716 -0.9173 0.5405 -0.15
C 1.868 8.197 -0.768 1.3638 0.1887 0.7784 -0.16
C 1.995 9.699 -0.915 -0.0009 1.1757 1.1360 -0.16
C 2.705 10.314 0.359 0.6498 -1.0406 -1.2057 -0.05
C 4.855 10.353 1.709 -0.9622 -0.6468 -0.7095 0.04
H 6.596 12.533 -2.410 -0.0320 -0.1023 -0.1829 0.09
H 5.600 11.400 -3.355 -0.5922 0.0528 0.4479 0.08
H 6.950 10.806 -2.432 0.2685 0.1134 -0.2105 0.08
H 4.673 12.078 -0.812 -0.5283 0.0096 -0.6829 0.11
H 6.125 11.647 -0.215 0.7616 -0.0490 -0.3675 0.11
H 5.796 9.233 -0.727 0.4056 0.1383 0.8189 0.14
H 4.483 9.595 -1.616 -0.7565 0.1918 0.3701 0.11
H 5.024 7.922 1.014 0.1636 -0.7501 -0.9883 0.13
H 3.545 7.979 1.741 -0.8321 0.4473 -0.1407 0.13
H 4.010 7.704 -1.259 -0.5002 -0.0137 -0.4410 0.10
H 3.248 6.522 -0.289 -0.3801 -0.1025 -0.0791 0.12
H 1.373 7.775 -1.642 0.2219 -0.2405 0.1702 0.12
H 1.274 8.028 0.131 -0.3423 -0.2940 -0.1144 0.12
H 2.435 10.008 -1.863 0.1620 0.0211 0.1706 0.12
H 0.994 10.130 -0.888 -0.0482 0.1411 -0.1516 0.12
H 2.883 11.390 0.354 -0.3523 -0.0955 -0.2693 0.12
H 2.094 10.037 1.218 0.3010 0.0591 0.2213 0.13
H 4.734 11.430 1.586 0.4168 -0.1381 0.0897 0.11
H 5.880 9.987 1.639 0.0040 0.3809 0.2388 0.12
H 4.383 10.046 2.642 0.0523 -0.0398 -0.0758 0.11
C 2.624 -6.477 1.208 1.3911 0.2153 0.3865 -0.08
C 4.053 -7.163 1.079 -0.8609 -0.5115 1.0896 -0.20
C 4.019 -8.656 1.527 1.2843 -0.1196 -2.0530 -0.08
N 5.265 -9.525 1.045 1.2635 0.7909 1.1403 -0.23
C 5.474 -9.620 -0.498 2.2798 0.5231 0.8262 -0.06
C 6.576 -10.716 -0.790 -1.3371 -0.5026 -1.1720 -0.15
C 6.103 -12.071 -0.318 0.3053 -0.6526 0.7252 -0.21
C 6.082 -12.047 1.196 -1.1121 1.5618 0.6366 -0.13
C 5.076 -10.880 1.679 0.5417 -1.8262 -1.1060 -0.11
C 6.604 -8.970 1.735 -1.7532 -0.9187 -0.2238 0.06
H 2.310 -6.354 2.245 0.1833 -0.5867 0.2392 0.07
H 1.782 -6.933 0.687 0.3889 -0.0156 -0.3302 0.07
H 2.782 -5.431 0.946 -0.3069 -0.0589 -0.6302 0.07
H 4.718 -6.636 1.764 -0.0248 0.1093 0.1029 0.10
H 4.525 -7.024 0.106 -0.4713 -0.2067 -0.2391 0.10
H 3.237 -9.200 0.996 -0.4123 0.1811 0.4525 0.13
H 3.981 -8.776 2.609 -0.1471 -0.0461 -0.1890 0.13
H 4.561 -9.658 -1.092 -0.2507 -0.8026 0.5862 0.14
H 5.887 -8.647 -0.766 0.0922 0.0873 0.0879 0.11
H 6.732 -10.879 -1.857 -0.3539 0.8289 -0.3201 0.12
H 7.596 -10.545 -0.447 -0.2905 0.6016 0.4796 0.12
H 5.142 -12.373 -0.735 -0.2377 0.3242 -0.0128 0.13
H 6.777 -12.863 -0.645 0.2065 0.1180 -0.0346 0.13
H 5.669 -12.958 1.629 0.2025 0.0181 0.0945 0.13
H 7.094 -11.871 1.560 -0.0395 -0.1945 0.2041 0.11
H 4.128 -11.280 1.320 -0.3419 0.3875 0.2617 0.13
H 5.059 -10.742 2.760 -0.0021 -0.0875 -0.1380 0.13
H 6.798 -7.948 1.410 0.1582 -0.3675 -0.1480 0.10
H 7.386 -9.717 1.606 0.0363 0.5142 -0.6413 0.09
H 6.417 -9.026 2.807 -0.3013 0.4182 -0.0352 0.10
C -11.802 -8.635 0.631 -0.6382 0.2452 0.9727 -0.08
C -10.456 -7.971 0.378 0.7970 -0.0154 -0.9163 -0.23
C -10.440 -6.433 0.573 -0.4842 -0.2865 0.5576 -0.10
N -9.432 -5.580 -0.216 0.5952 -0.2777 -1.0652 -0.24
C -9.375 -4.092 0.208 0.1066 -1.3757 2.7279 -0.09
C -8.837 -4.043 1.648 1.2816 -0.1568 0.7706 -0.17
C -7.364 -4.584 1.808 -1.1774 -0.1562 -1.3424 -0.14
C -7.320 -6.034 1.242 -1.7488 0.2013 0.1348 -0.14
C -7.971 -6.138 -0.170 -0.1046 0.3281 0.9665 -0.08
C -9.831 -5.591 -1.684 -0.0455 0.6371 0.4374 0.02
H -12.670 -8.246 0.099 0.3469 0.1686 -0.5581 0.09
H -12.104 -8.499 1.669 0.1717 -0.1088 0.2406 0.08
H -11.761 -9.713 0.469 0.1700 0.1251 -0.1165 0.09
H -10.160 -8.232 -0.638 -0.0214 0.2085 -0.3111 0.10
H -9.701 -8.482 0.975 0.0443 0.2515 0.3220 0.11
H -10.337 -6.198 1.633 0.1716 -0.0135 -0.1666 0.12
H -11.443 -6.108 0.297 0.1485 0.4890 -0.2569 0.14
H -10.356 -3.683 0.449 -0.3824 -0.1305 -1.5384 0.14
H -8.721 -3.531 -0.459 -0.4508 -0.1710 -0.2703 0.14
H -9.513 -4.540 2.344 -0.0189 -0.4254 -0.2002 0.11
H -8.966 -3.019 2.001 0.5262 0.2687 -0.2248 0.12
H -6.967 -4.542 2.823 -0.2378 0.0484 -0.0780 0.12
H -6.775 -3.936 1.159 0.4474 0.0499 0.1320 0.11
H -7.997 -6.638 1.846 0.2249 -0.1661 0.5119 0.11
H -6.341 -6.507 1.317 -0.0218 0.1346 -0.4320 0.12
H -8.091 -7.160 -0.529 0.3422 0.0470 0.0891 0.13
H -7.354 -5.553 -0.853 -0.4198 0.0451 -0.3572 0.12
H -9.003 -5.070 -2.165 -0.3943 -0.0713 -0.4221 0.10
H -10.767 -5.037 -1.759 0.1618 0.1721 -0.0688 0.11
H -10.020 -6.563 -2.140 0.4200 -0.1701 0.5290 0.11
C -11.391 6.555 -6.071 -0.4669 0.9404 -2.2157 -0.11
C -11.002 6.469 -4.628 1.1323 -0.7919 0.4562 -0.21
C -9.492 5.976 -4.547 0.0230 1.1251 0.9429 -0.06
N -8.721 6.246 -3.154 -1.7321 -0.6428 -0.8871 -0.24
C -9.576 5.489 -2.127 1.4433 0.2062 1.8132 -0.07
C -8.802 5.471 -0.736 -0.4387 -0.5338 0.2815 -0.17
C -7.528 4.691 -0.829 0.1881 0.1274 -2.7856 -0.21
C -6.672 5.457 -1.878 0.7685 1.0692 1.2822 -0.17
C -7.302 5.709 -3.305 0.4384 -1.1983 2.8086 -0.08
C -8.786 7.723 -2.719 0.6871 -1.0746 -0.5835 0.05
H -10.740 7.192 -6.670 0.3458 0.3682 0.3657 0.08
H -12.369 6.993 -6.270 -0.1591 0.1846 0.6930 0.09
H -11.453 5.699 -6.743 0.3078 -0.9056 0.8920 0.09
H -11.718 5.835 -4.105 0.3705 -0.5034 0.0693 0.11
H -11.132 7.423 -4.116 0.2813 0.2698 -0.3696 0.11
H -8.855 6.487 -5.268 -0.2935 0.2881 -0.1068 0.12
H -9.350 4.915 -4.750 -0.2794 -0.0332 0.3022 0.13
H -9.753 4.460 -2.437 0.4467 -0.0268 -0.2267 0.14
H -10.568 5.943 -2.130 0.3154 0.2993 0.2338 0.12
H -9.305 5.053 0.136 -1.1074 0.0107 -0.5565 0.12
H -8.371 6.381 -0.318 -1.0115 0.8709 -0.5395 0.11
H -7.648 3.743 -1.353 -0.3284 -0.6971 0.8502 0.11
H -7.121 4.623 0.179 0.5593 -0.2410 -0.4398 0.13
H -5.686 4.992 -1.872 -0.0065 -0.2069 -0.9806 0.12
H -6.429 6.412 -1.411 -0.0920 0.4325 -0.1205 0.10
H -7.287 4.695 -3.703 -0.7076 0.2580 -0.7177 0.13
H -6.634 6.353 -3.877 -0.5667 0.1970 -0.1101 0.14
H -8.327 8.307 -3.516 -0.4208 0.1468 0.0149 0.12
H -8.188 7.847 -1.817 -0.1374 -0.1152 -0.1612 0.09
H -9.832 7.936 -2.499 0.3058 0.2854 -0.2784 0.11
C 7.614 1.265 -11.025 -0.0140 -1.8440 0.8737 -0.06
C 7.558 0.872 -9.528 -0.2875 -0.9020 0.4863 -0.22
C 7.716 -0.674 -9.320 0.0412 0.7642 1.0371 -0.11
N 7.668 -1.188 -7.849 0.1597 0.5807 1.6816 -0.21
C 6.326 -0.780 -7.128 1.0036 1.0064 -0.3593 -0.10
C 6.257 -1.157 -5.646 1.5565 -1.6454 -0.8951 -0.16
C 7.540 -0.748 -4.880 -0.4325 1.3462 1.3915 -0.18
C 8.934 -0.854 -5.502 -0.8725 -1.1943 -1.4347 -0.16
C 8.871 -0.500 -7.012 -0.4274 -1.3492 0.4064 -0.06
C 7.795 -2.766 -7.882 -0.0690 2.1102 1.1581 0.06
H 7.394 2.310 -11.241 0.2960 -0.2295 0.1196 0.09
H 6.909 0.595 -11.518 -0.3302 0.4080 -0.3442 0.08
H 8.578 0.887 -11.369 0.1845 0.7408 -0.4034 0.08
H 6.618 1.179 -9.067 0.1312 0.3746 0.0199 0.10
H 8.429 1.250 -8.993 -0.3148 0.6665 0.0267 0.10
H 8.759 -0.826 -9.596 -0.2837 -0.9484 -0.4998 0.13
H 6.946 -1.308 -9.761 0.3867 0.1971 -0.7283 0.13
H 6.316 0.310 -7.135 0.1669 0.0633 -0.3984 0.12
H 5.504 -1.090 -7.773 0.0360 -0.3902 0.2009 0.13
H 5.340 -0.815 -5.166 0.1949 0.3393 -0.1754 0.12
H 6.219 -2.246 -5.614 -0.2684 -0.2187 0.1955 0.10
H 7.434 0.287 -4.556 -0.2130 0.3877 -0.3310 0.11
H 7.522 -1.226 -3.900 0.0916 -0.4386 -0.1050 0.11
H 9.674 -0.172 -5.083 -0.3172 0.1379 0.2124 0.13
H 9.353 -1.848 -5.343 -0.0375 -0.1375 -0.1739 0.11
H 8.789 0.587 -6.998 -0.3753 -0.1663 -0.9311 0.13
H 9.788 -0.855 -7.482 -0.1090 0.3256 -0.2992 0.13
H 6.882 -3.177 -8.312 0.3787 0.1591 -0.5623 0.11
H 7.784 -3.088 -6.840 0.2982 0.0302 -0.0694 0.08
H 8.755 -3.008 -8.337 -0.4035 -0.1282 -0.2624 0.11
B -0.635 0.529 -0.034 -0.9478 1.0959 1.2543 -1.45
F -0.484 1.920 -0.136 0.2330 0.6036 -0.8846 0.08
F -0.255 0.214 1.233 0.9426 -0.6646 2.5012 0.11
F -1.961 0.190 -0.153 -1.9372 -0.1631 -0.5785 0.10
F 0.076 -0.221 -0.883 1.7323 -0.9406 -2.3360 0.15
```
Forces are in eV/Å.

Its frontier orbital gap is 9.2438 eV. Its charge is +7. The spin multiplicity is 1. The energy is -100662.522 eV. The largest force on an atom is 3.1 eV/A.